(1)
47
Properties=species:S:1:pos:R:3 method="wB97M-V/def2-TZVPD" spin_multiplicity=4 max_force_ev_per_a=3.143 e_homo_ha="-0.3009 / -0.2992" orbital_gap_ev="8.5 / 8.4" charge=0 energy_ev=-63983.1134 relative_energy_kj_mol=78.4
C -1.12 -1.41 3.90
C -0.97 -2.06 2.63
C 0.43 -2.26 2.39
H -1.81 -2.27 1.91
C 1.15 -1.73 3.52
C 0.19 -1.21 4.46
H 0.43 -0.66 5.39
H -2.06 -0.96 4.30
H 0.90 -2.68 1.47
H 2.25 -1.62 3.59
Nd -0.06 0.26 2.55
Cl 2.11 1.42 2.60
P 0.06 0.30 -0.10
C 1.28 -0.77 -0.72
C 0.97 -1.47 -1.88
H -0.03 -1.44 -2.29
C 1.96 -2.20 -2.52
H 1.72 -2.75 -3.43
C 3.26 -2.24 -2.02
H 4.03 -2.82 -2.53
C 3.57 -1.52 -0.86
H 4.58 -1.53 -0.47
C 2.59 -0.79 -0.21
H 2.83 -0.22 0.69
C -1.57 -0.18 -0.59
C -2.02 -1.51 -0.49
H -1.38 -2.28 -0.07
C -3.28 -1.84 -0.96
H -3.62 -2.87 -0.90
C -4.11 -0.86 -1.51
H -5.10 -1.12 -1.88
C -3.66 0.46 -1.59
H -4.29 1.23 -2.01
C -2.40 0.80 -1.13
H -2.04 1.83 -1.18
C 0.38 1.96 -0.55
C 0.88 2.07 -1.84
H 1.13 1.18 -2.40
C 1.09 3.32 -2.39
H 1.49 3.40 -3.39
C 0.79 4.47 -1.66
H 0.95 5.45 -2.09
C 0.28 4.35 -0.36
H 0.05 5.24 0.22
C 0.07 3.11 0.20
H -0.32 3.01 1.22
F -1.60 1.43 2.98

=====

(2)
16
Properties=species:S:1:pos:R:3 method="wB97M-V/def2-TZVPD" max_force_ev_per_a=1.421 e_homo_ha=-0.3334 orbital_gap_ev=10.0 charge=0 energy_ev=-17192.2484 relative_energy_kj_mol=55.7
O -2.49 -0.55 1.89
C -1.59 0.29 1.16
C -0.35 -0.45 0.68
C 0.33 0.35 -0.43
C 1.65 -0.20 -0.92
S 2.12 0.43 -2.58
H -3.22 -0.81 1.32
H -2.13 0.63 0.29
H -1.45 1.23 1.68
H -0.69 -1.47 0.51
H 0.36 -0.47 1.49
H 0.33 1.39 -0.09
H -0.33 0.38 -1.31
H 2.47 -0.05 -0.22
H 1.56 -1.27 -1.11
H 3.43 0.57 -2.35

=====

(3)
14
Properties=species:S:1:pos:R:3 method="wB97M-V/def2-TZVPD" max_force_ev_per_a=0.465 e_homo_ha=-0.3637 orbital_gap_ev=10.8 charge=0 energy_ev=-9742.5603 relative_energy_kj_mol=45.6
H 1.00 2.72 -2.29
N 1.26 2.16 -1.48
C 0.27 2.03 -0.70
N 0.41 1.27 0.47
C -0.48 0.17 0.54
O -1.67 0.29 0.36
N 0.15 -1.03 0.76
C -0.55 -2.27 0.52
H -0.73 2.45 -0.83
H 1.39 1.04 0.61
H 1.16 -1.05 0.69
H -1.47 -2.06 -0.03
H -0.81 -2.79 1.45
H 0.07 -2.94 -0.08

=====

(4)
174
Properties=species:S:1:pos:R:3 method="wB97M-V/def2-TZVPD" max_force_ev_per_a=1.114 e_homo_ha=-0.1478 orbital_gap_ev=5.0 charge=-1 energy_ev=-390581.7019
C -0.10 1.54 1.95
C 0.58 0.44 1.11
C 0.23 -0.94 1.72
C 1.34 -1.99 1.64
C 1.43 -2.83 0.35
C 0.09 -3.22 -0.29
C -0.22 -2.37 -1.53
C -1.02 -3.09 -2.63
C -2.21 -3.91 -2.15
C -3.42 -3.05 -1.73
C -3.97 -3.41 -0.33
C -3.76 -2.38 0.80
O -3.84 -3.06 2.02
B -5.30 -3.17 2.41
N -6.01 -4.48 1.98
B -5.46 -2.95 4.13
O -5.89 -3.99 4.99
O -5.14 -1.76 4.82
C -3.77 -1.74 5.15
O -5.94 -2.09 1.56
C -4.92 -1.34 0.91
C -5.41 -0.81 -0.44
C -4.42 0.14 -1.12
O -4.80 1.50 -0.87
B -4.64 -0.09 1.88
O -3.50 0.68 1.79
O -5.61 0.30 2.79
C -6.50 1.30 2.33
C -7.81 0.68 1.81
H -0.42 2.39 1.35
H -0.98 1.14 2.45
H 0.58 1.89 2.73
H 1.66 0.58 1.11
H 0.17 0.53 0.10
H 0.05 -0.76 2.78
H -0.73 -1.28 1.31
H 2.28 -1.44 1.73
H 1.29 -2.64 2.52
H 1.96 -3.75 0.61
H 2.08 -2.32 -0.37
H 0.11 -4.26 -0.61
H -0.72 -3.14 0.43
H 0.72 -2.06 -1.99
H -0.73 -1.45 -1.25
H -0.35 -3.68 -3.26
H -1.41 -2.30 -3.29
H -2.51 -4.53 -3.00
H -1.92 -4.61 -1.36
H -4.22 -3.17 -2.46
H -3.12 -2.00 -1.78
H -3.45 -4.30 0.01
H -5.02 -3.66 -0.40
H -2.82 -1.83 0.65
H -5.39 -5.29 1.94
H -6.47 -4.38 1.09
H -5.27 -4.71 4.88
H -3.61 -1.92 6.22
H -3.19 -2.47 4.58
H -3.35 -0.75 4.91
H -5.62 -1.64 -1.11
H -6.34 -0.24 -0.33
H -4.46 -0.04 -2.20
H -3.40 -0.05 -0.77
H -4.51 2.04 -1.61
H -3.64 1.49 2.30
H -6.05 1.92 1.55
H -6.75 1.96 3.17
H -7.84 -0.38 2.03
H -7.88 0.83 0.73
H -8.66 1.19 2.25
Cl 3.32 0.44 -1.64
C 4.89 1.06 -1.07
C 4.90 1.30 0.41
Cl 3.85 2.66 0.88
H 5.11 1.97 -1.62
H 5.64 0.31 -1.32
H 5.91 1.54 0.73
H 4.57 0.42 0.96
Cl -4.62 5.15 3.46
C -5.52 5.28 1.93
C -4.72 4.78 0.76
Cl -3.32 5.84 0.39
H -5.81 6.32 1.79
H -6.42 4.68 2.03
H -5.34 4.76 -0.13
H -4.33 3.78 0.93
Cl -11.80 -4.91 1.17
C -10.49 -5.97 1.77
C -9.12 -5.35 1.62
Cl -8.63 -5.20 -0.08
H -10.55 -6.91 1.23
H -10.69 -6.15 2.82
H -8.37 -5.97 2.11
H -9.07 -4.36 2.06
Cl -7.98 4.14 -0.59
C -9.69 3.67 -0.71
C -9.99 2.94 -1.99
Cl -9.88 4.02 -3.41
H -10.29 4.56 -0.60
H -9.89 3.01 0.13
H -11.01 2.56 -1.97
H -9.31 2.12 -2.15
Cl 3.05 -2.30 -3.73
C 4.10 -1.97 -5.13
C 5.56 -2.16 -4.84
Cl 6.23 -0.92 -3.75
H 3.88 -0.96 -5.48
H 3.80 -2.68 -5.91
H 6.13 -2.08 -5.77
H 5.75 -3.13 -4.39
Cl 8.39 1.88 -0.47
C 9.44 0.49 -0.06
C 8.84 -0.82 -0.47
Cl 7.41 -1.25 0.50
H 9.64 0.53 1.01
H 10.38 0.64 -0.59
H 9.57 -1.61 -0.32
H 8.54 -0.81 -1.52
Cl -1.61 -7.06 -3.76
C -2.12 -7.36 -5.44
C -2.60 -6.10 -6.11
Cl -4.14 -5.51 -5.42
H -2.89 -8.12 -5.43
H -1.25 -7.74 -5.97
H -2.78 -6.29 -7.16
H -1.87 -5.30 -6.01
Cl 12.74 -0.08 -0.88
C 13.88 -1.40 -0.52
C 13.33 -2.75 -0.88
Cl 11.97 -3.23 0.18
H 14.13 -1.34 0.54
H 14.78 -1.21 -1.10
H 14.10 -3.51 -0.76
H 12.97 -2.77 -1.90
Cl -7.89 8.29 1.62
C -6.52 9.28 2.20
C -6.85 10.03 3.45
Cl -8.05 11.32 3.17
H -6.23 9.94 1.39
H -5.69 8.59 2.39
H -5.95 10.52 3.83
H -7.25 9.37 4.22
Cl 0.69 5.51 3.02
C 2.28 4.77 3.35
C 3.17 5.66 4.18
Cl 3.71 7.11 3.28
H 2.73 4.52 2.40
H 2.08 3.85 3.90
H 4.06 5.11 4.46
H 2.66 6.00 5.08
Cl 12.58 -1.08 -4.27
C 12.59 0.66 -4.69
C 13.22 0.91 -6.03
Cl 14.98 0.57 -6.02
H 13.12 1.17 -3.89
H 11.56 0.99 -4.70
H 13.10 1.96 -6.29
H 12.77 0.31 -6.80
Cl 2.85 4.15 7.37
C 3.43 5.53 8.34
C 2.30 6.25 9.03
Cl 1.25 7.10 7.86
H 3.98 6.20 7.68
H 4.12 5.13 9.09
H 2.70 7.00 9.71
H 1.68 5.56 9.60
Cl 7.49 -1.35 -7.96
C 9.08 -2.13 -7.73
C 10.02 -1.26 -6.92
Cl 10.51 0.21 -7.82
H 9.49 -2.35 -8.71
H 8.91 -3.06 -7.19
H 10.93 -1.81 -6.69
H 9.56 -0.94 -5.99

=====

(5)
14
Properties=species:S:1:pos:R:3 method="wB97M-V/def2-TZVPD" max_force_ev_per_a=6.952 e_homo_ha=-0.2928 orbital_gap_ev=8.3 charge=0 energy_ev=-11106.7979 relative_energy_kj_mol=337.7
N -2.47 0.06 0.00
C -1.14 -0.66 -0.28
N -0.84 -2.04 -0.09
N 0.69 -1.97 -0.16
C 1.10 -0.73 0.02
N 2.36 -0.30 0.13
N -0.07 0.14 -0.24
N 0.37 1.46 -0.22
H -2.43 0.83 0.92
H -3.31 -0.70 0.35
H 3.13 -0.94 -0.22
H 2.29 0.90 0.10
H 0.46 1.90 0.63
H -0.13 2.05 -0.93

=====

(6)
18
Properties=species:S:1:pos:R:3 method="wB97M-V/def2-TZVPD" max_force_ev_per_a=7.565 e_homo_ha=-0.2838 orbital_gap_ev=8.8 charge=0 energy_ev=-7887.5539 relative_energy_kj_mol=287.3
C -2.69 1.22 -2.05
C -1.28 1.15 -1.62
C -1.05 1.00 -0.21
C 0.28 0.71 0.32
C 0.69 -0.57 0.49
N 1.74 -0.85 1.33
C 2.16 -2.21 1.70
H -3.38 0.65 -1.48
H -2.94 2.26 -2.02
H -2.65 0.96 -3.09
H -0.44 1.24 -2.24
H -1.91 0.94 0.45
H 0.81 1.39 0.99
H 0.54 -1.39 -0.19
H 2.53 -0.24 1.18
H 2.92 -2.09 2.45
H 2.32 -2.84 0.74
H 1.38 -2.74 2.13